1.
DFT (the ωB97M-V functional and the def2-TZVPD basis) results for C24H38BFeN8P2S as an isolated structure.

Results
Total charge: +2
Lowest unoccupied orbital energy (spin up / spin down), eV: -4.792 / -7.288
HOMO (spin up / spin down), eV: -13.518 / -13.511
⟨S²⟩: 8.7654
Gap between HOMO and LUMO (spin up / spin down), eV: 8.725 / 6.223
Multiplicity: 6

Positions of all 75 atoms, in Å:
Fe -0.55586 -1.38919 -0.23010
C -3.27825 0.98064 -2.59849
C -2.28770 0.92890 -1.63118
N -1.97916 -0.34818 -1.34071
N -2.77466 -1.11856 -2.13484
C -3.55270 -0.34236 -2.89244
B -2.75450 -2.65208 -2.08082
N -1.34662 -3.13417 -2.48336
C -0.99581 -4.01463 -3.42755
C 0.37770 -4.18188 -3.39363
C 0.80132 -3.34724 -2.37101
N -0.24501 -2.71273 -1.82185
N -2.97390 -3.06366 -0.61593
C -3.97321 -3.76446 -0.07318
C -3.69814 -3.96351 1.26769
C -2.47727 -3.33662 1.46343
N -2.03775 -2.78763 0.31924
H -3.73477 1.85705 -3.02929
H -1.79089 1.73219 -1.12229
H -4.25492 -0.77795 -3.58797
H -3.59322 -3.11393 -2.79507
H -1.74133 -4.46906 -4.06347
H 0.97817 -4.81880 -4.02211
H 1.80327 -3.17307 -2.01250
H -4.80977 -4.09225 -0.67217
H -4.29218 -4.50181 1.98845
H -1.87831 -3.29342 2.35212
C -0.40174 -2.06058 3.94169
P -0.25019 -1.08916 2.40502
C -1.58174 0.14945 2.57703
C 1.30888 -0.19343 2.64301
C 1.55680 0.53536 3.80151
C 2.74885 1.23093 3.93993
C 3.69957 1.18912 2.92752
C 3.46621 0.44860 1.77727
C 2.27301 -0.24710 1.63652
P 1.92578 -1.27357 0.18564
C 3.06548 -0.75136 -1.11793
C 2.54431 -2.90653 0.71059
H -0.52580 -1.36298 4.76916
H 0.49740 -2.65461 4.09855
H -1.26198 -2.72322 3.92380
H -1.37913 0.79662 3.43003
H -2.52898 -0.37240 2.73124
H -1.65391 0.75603 1.67500
H 0.82435 0.57310 4.60078
H 2.93816 1.80372 4.83967
H 4.63249 1.72927 3.03541
H 4.22446 0.41797 1.00456
H 2.95372 0.31784 -1.28729
H 2.82888 -1.27851 -2.04244
H 4.08916 -0.98737 -0.82918
H 3.56920 -2.78814 1.05983
H 2.52215 -3.61921 -0.11408
H 1.93290 -3.30035 1.52319
C 0.27675 4.85792 -2.44357
N 0.66887 3.54309 -1.91871
C 0.98726 2.57152 -2.96026
C 0.56267 3.20270 -0.62327
S 0.46478 1.55791 -0.12948
N 0.54361 4.18400 0.30425
C 1.42305 5.35764 0.22246
C -0.02808 3.97453 1.62787
H -0.33049 4.69657 -3.33360
H 1.13944 5.46067 -2.72761
H -0.31922 5.39688 -1.71645
H 1.57648 3.06988 -3.72977
H 0.07640 2.17619 -3.41534
H 1.55789 1.74839 -2.54878
H 2.07265 5.29617 -0.64262
H 2.05186 5.37464 1.11439
H 0.85691 6.28888 0.18683
H -0.84826 3.26664 1.57892
H -0.40737 4.93130 1.98601
H 0.72194 3.60339 2.33176


2.
DFT (the ωB97M-V functional and the def2-TZVPD basis) results for a 8-piece molecular cluster, C38H39F2N5O overall in a non-equilibrium geometry.

Results
Total charge: 0
Lowest unoccupied orbital energy, eV: 0.559
SMILES: Fc1ccccc1.Fc1ccccc1.c1ccncc1.c1ccncc1.c1ccncc1.c1ccncc1.c1ccncc1.CO
HOMO, eV: -9.306
Gap between HOMO and LUMO, eV: 9.865
Multiplicity: 1

Positions of all 85 atoms, in Å:
N -1.48430 3.58783 1.17602
C -0.72520 3.29936 2.21480
C -1.10824 2.44375 3.25004
C -2.31922 1.79524 3.09047
C -3.03151 1.94313 1.91150
C -2.66669 2.94466 1.01565
H 0.24827 3.78037 2.23906
H -0.49827 2.25812 4.12194
H -2.66773 1.23637 3.94943
H -4.00429 1.48084 1.79283
H -3.17962 3.27495 0.12426
N -3.19203 -3.16094 -1.81210
C -3.02932 -1.85344 -2.16015
C -3.75036 -1.28800 -3.18319
C -4.67381 -2.07146 -3.89687
C -4.80999 -3.37652 -3.52690
C -4.04656 -3.90158 -2.49362
H -2.23712 -1.35530 -1.62117
H -3.61895 -0.26148 -3.49982
H -5.20345 -1.59801 -4.71111
H -5.47458 -4.00990 -4.10677
H -4.00622 -4.97095 -2.32283
N 5.08353 -1.44642 2.32667
C 4.02245 -1.19790 1.58801
C 3.94672 -0.21050 0.61015
C 5.12820 0.47172 0.29656
C 6.30332 0.09259 0.93893
C 6.22020 -0.81184 1.97713
H 3.15705 -1.85461 1.67103
H 3.06731 0.03078 0.02796
H 5.05684 1.23086 -0.47054
H 7.22857 0.53547 0.59623
H 7.07230 -1.12100 2.56763
N -2.90521 -1.46875 2.63233
C -2.30378 -1.95199 1.56320
C -1.19533 -2.80297 1.66613
C -0.79350 -3.22648 2.92069
C -1.47482 -2.75995 4.04655
C -2.52372 -1.88717 3.84942
H -2.58813 -1.56727 0.59248
H -0.72744 -3.16254 0.75868
H -0.02515 -3.98960 2.92284
H -1.26576 -3.21757 5.00424
H -3.08851 -1.41226 4.64191
N 3.87624 4.73296 2.93736
C 3.45008 3.46221 2.86850
C 2.86923 2.91279 1.75164
C 2.67195 3.68944 0.62480
C 3.05706 5.02768 0.70019
C 3.61712 5.50782 1.87299
H 3.62626 2.86496 3.75321
H 2.59431 1.86696 1.69985
H 2.39765 3.29158 -0.34265
H 3.00305 5.64721 -0.18594
H 3.89996 6.54560 1.98446
C -0.29169 0.15770 -0.11558
O 0.45839 1.32344 -0.37841
H 0.00246 -0.66323 -0.76561
H -0.24454 -0.11825 0.94169
H -1.36099 0.34397 -0.28053
H 0.05655 2.09341 0.04422
F 0.26207 -6.36113 -3.86463
C 0.58068 -5.77225 -2.70106
C 0.92356 -4.44245 -2.70835
C 1.35297 -3.87510 -1.50186
C 1.40711 -4.64707 -0.34403
C 1.03979 -5.98958 -0.35309
C 0.59218 -6.52416 -1.54445
H 0.94673 -3.92955 -3.66075
H 1.61627 -2.82723 -1.55501
H 1.59963 -4.10030 0.57203
H 1.05251 -6.57044 0.55687
H 0.28362 -7.56006 -1.63904
F -3.03606 1.98783 -3.95988
C -2.19820 2.88616 -3.36558
C -2.76066 4.07220 -2.93024
C -1.92265 5.02103 -2.33407
C -0.60030 4.72617 -2.05232
C -0.10458 3.51618 -2.51773
C -0.87275 2.56219 -3.17925
H -3.79547 4.30020 -3.14052
H -2.41963 5.91964 -1.98592
H -0.06622 5.44346 -1.44574
H 0.96896 3.42354 -2.38427
H -0.44860 1.58477 -3.35098


3.
DFT (the ωB97M-V functional and the def2-TZVPD basis) results for C25H34BF9N2O6P2PdSe as an isolated structure in a non-equilibrium geometry.

Results
Energy relative to the best compared isomer or geometry (same formula, charge and spin), eV: 0.599
Total charge: -2
Lowest unoccupied orbital energy, eV: 3.817
HOMO, eV: -1.692
Gap between HOMO and LUMO, eV: 5.509
Multiplicity: 1

Positions of all 81 atoms, in Å:
Pd 12.92040 10.77091 10.90958
C 10.88128 14.85155 5.23440
C 12.29903 14.45306 5.69367
C 13.38564 14.96683 4.75498
O 12.43450 15.08934 7.00769
P 13.37462 14.45338 8.17775
O 13.53841 15.41434 9.28856
C 12.79563 12.77634 8.50043
P 11.27474 12.47315 9.43492
O 11.46927 12.36237 10.91852
O 10.41745 11.30904 8.72016
C 10.80102 10.16977 7.82387
C 10.66608 10.59792 6.33669
C 12.11580 9.41771 8.12408
O 10.41690 13.74112 8.93034
C 9.46076 14.42046 9.78157
C 9.12022 15.77660 9.06127
C 8.19358 13.57521 9.89132
O 14.62944 14.16163 7.17821
C 16.04135 14.04607 7.50287
C 16.62330 12.72956 6.97870
C 16.79091 15.19108 6.85166
H 10.68288 14.27126 4.29134
H 10.84652 15.91184 4.99564
H 10.14315 14.59780 6.01094
H 12.43673 13.38709 5.79597
H 13.57386 16.01557 4.87733
H 13.01000 14.85900 3.75912
H 14.29895 14.40782 4.86803
H 13.53854 12.26629 9.17844
H 12.75044 12.23543 7.60311
H 9.96336 9.49692 8.12071
H 11.37124 11.35085 6.01475
H 9.63797 10.96578 6.22148
H 10.63215 9.68297 5.71661
H 12.98667 10.00629 8.08838
H 12.28623 8.70232 7.35845
H 12.08022 8.93850 9.11091
H 9.97614 14.56713 10.76287
H 9.16619 15.62384 7.98080
H 9.98427 16.46753 9.27958
H 8.07954 16.09367 9.30123
H 7.69588 13.61475 8.93711
H 7.45102 13.97560 10.66267
H 8.35831 12.52895 10.13452
H 16.13468 14.12330 8.62155
H 16.64684 12.69014 5.91018
H 15.99439 11.86458 7.26702
H 17.60827 12.55441 7.42978
H 16.18347 15.65048 6.08174
H 17.69665 14.83965 6.34054
H 17.12407 15.98550 7.56160
N 6.35609 3.86810 6.62641
C 7.32980 4.14319 7.21180
C 8.38494 4.69948 8.02515
C 9.52021 5.21642 7.38604
C 10.37081 5.98127 8.16766
C 10.15880 6.13558 9.49776
N 9.15297 5.63028 10.15804
C 8.25006 4.94710 9.38592
H 9.56530 5.03847 6.34728
H 11.18512 6.45726 7.63151
H 10.83752 6.64551 10.11772
H 7.38179 4.59113 9.86361
F 11.04378 6.77923 3.14482
B 10.01571 6.23221 3.97196
F 9.54904 7.28688 4.82107
F 9.00625 5.71482 3.19448
F 10.53645 5.10982 4.73235
F 19.85955 11.60492 10.16400
C 18.64596 11.14347 10.44064
C 18.01192 11.33949 11.67807
F 18.66002 12.00830 12.62690
C 16.72790 10.78266 11.89037
F 16.26888 10.94886 13.15709
C 16.10850 10.02487 10.92540
Se 14.44289 9.09394 11.05530
C 16.78088 9.91773 9.69451
F 16.18473 9.32850 8.65140
C 18.01199 10.37822 9.50832
F 18.53257 10.26853 8.27664


4.
DFT (the ωB97M-V functional and the def2-TZVPD basis) results for C33H47BCl5F6MoN3O8SSi4 as an isolated structure.

Results
Energy relative to the best compared isomer or geometry (same formula, charge and spin), eV: 0.000
Total charge: 0
Lowest unoccupied orbital energy (spin up / spin down), eV: -0.605 / -0.576
HOMO (spin up / spin down), eV: -7.630 / -8.222
⟨S²⟩: 2.0183
Gap between HOMO and LUMO (spin up / spin down), eV: 7.026 / 7.646
Multiplicity: 3

Positions of all 109 atoms, in Å:
Mo -0.02771 0.02063 0.85621
Cl 5.55859 -4.73818 -0.16193
C 4.05865 -3.91263 -0.00120
C 4.04044 -2.54670 0.26105
Cl 5.49392 -1.64421 0.42074
C 2.81934 -1.90960 0.39326
Cl 2.69234 -0.21038 0.69722
C 1.60208 -2.56457 0.26687
O 0.46806 -1.91917 0.39659
C 1.63489 -3.93766 -0.00406
Cl 0.13315 -4.76205 -0.16233
C 2.84909 -4.60144 -0.13375
Cl 2.86254 -6.28911 -0.45767
O -2.84118 1.49573 1.39689
B -1.76620 1.41784 0.47400
O -2.20777 1.94836 -0.74296
C -3.50868 2.33829 -0.56820
C -4.35116 2.95849 -1.46082
C -5.62274 3.29118 -0.98778
C -6.01043 3.00946 0.31734
C -5.13939 2.38391 1.21388
C -3.89247 2.05850 0.73166
H -4.03805 3.18192 -2.47146
H -6.31870 3.78628 -1.65202
H -6.99654 3.30257 0.65429
H -5.41222 2.20294 2.24555
C -0.96872 0.10318 4.75659
C 0.23060 -0.44219 3.95850
O 0.38090 0.17992 2.73713
C 0.08730 -1.97214 3.78853
F -0.10522 -2.59518 4.95770
F 1.14493 -2.52890 3.19646
F -0.98744 -2.24148 3.02536
C 1.52484 -0.13578 4.75237
F 1.60529 1.18250 4.98435
F 1.53329 -0.74915 5.94465
F 2.62716 -0.49856 4.09872
H -1.70679 -0.66683 4.97198
H -1.42291 0.89526 4.16471
H -0.65570 0.53582 5.70401
C -7.19934 0.97619 -3.00896
C -7.54819 0.28731 -1.69849
S -6.59608 -1.20866 -1.47374
O -5.35521 -1.07774 -2.20034
O -7.45391 -2.34086 -1.70679
C -6.18376 -1.22659 0.26367
C -5.27809 -2.41396 0.59382
N -3.87210 -2.14506 0.29139
C -3.08870 -1.36439 1.06710
N -1.92824 -1.12404 0.47106
C -1.96756 -1.76992 -0.74436
C -3.15107 -2.40277 -0.85405
N -3.54013 -3.29384 -1.91292
O -4.48773 -4.03114 -1.71826
O -2.86951 -3.24788 -2.91995
C -3.50386 -0.94365 2.42703
H -7.80512 1.87735 -3.10383
H -7.40524 0.32998 -3.86101
H -6.14937 1.25648 -3.03494
H -8.58646 -0.04146 -1.67096
H -7.35502 0.93373 -0.83971
H -7.12885 -1.34097 0.79683
H -5.73189 -0.26688 0.52149
H -5.58631 -3.30383 0.05217
H -5.34273 -2.63006 1.65779
H -1.14867 -1.78717 -1.43901
H -3.59828 -1.82112 3.06970
H -4.45647 -0.41362 2.40987
H -2.76082 -0.27595 2.84191
C -1.92842 4.38267 1.90464
Si -0.09401 4.34286 1.51184
C 0.19099 5.99319 0.65835
C 0.74058 4.29576 3.19823
Si 0.77876 2.51290 0.27052
Si 3.09014 2.96963 0.69646
C 3.64889 2.29695 2.36879
C 4.30398 2.35691 -0.61941
C 3.44916 4.82036 0.74043
Si 0.82982 2.88319 -2.07536
C 1.71362 1.40701 -2.85592
C 1.81202 4.44746 -2.43945
C -0.74381 3.12741 -3.07405
H -2.09310 5.29580 2.48587
H -2.25414 3.54042 2.51225
H -2.56152 4.44530 1.01761
H -0.21060 6.77908 1.30601
H -0.35508 6.03762 -0.28752
H 1.23173 6.22481 0.45889
H 0.23204 4.97156 3.89131
H 1.79070 4.58088 3.16229
H 0.69553 3.28528 3.61458
H 2.84990 1.76516 2.88008
H 3.96571 3.11818 3.01592
H 4.49071 1.60888 2.26322
H 4.15321 1.33530 -0.95530
H 5.30417 2.41835 -0.17844
H 4.29973 3.00177 -1.50016
H 3.05799 5.29993 1.63576
H 3.10097 5.37255 -0.12846
H 4.54073 4.90605 0.76996
H 2.79729 1.46992 -2.74931
H 1.48075 1.35834 -3.92295
H 1.40063 0.45813 -2.40951
H 2.85417 4.40111 -2.12952
H 1.35608 5.31747 -1.96288
H 1.79428 4.61414 -3.52082
H -1.38824 2.25174 -3.08523
H -0.43205 3.34294 -4.10075
H -1.32368 3.97998 -2.71112


Which of these has the highest total charge?
C24H38BFeN8P2S


The lowest total charge belongs to which entry?
C25H34BF9N2O6P2PdSe


Number 3 is which compound?
C25H34BF9N2O6P2PdSe